No. 1
Below is a gas-phase ion, C7H13N2O (charge +1) at a distorted geometry, with properties calculated with ωB97M-V/def2-TZVPD.

Positions of all 23 atoms, in Å:
C1 -2.21 1.17 -1.09
N1 -3.11 0.39 -0.52
C2 -2.99 -0.20 0.55
C3 -1.57 -0.52 1.10
N2 -0.57 0.35 0.57
C4 0.61 -0.26 0.12
C5 0.59 -1.77 -0.39
C6 1.72 0.50 0.04
C7 3.13 0.23 -0.25
O1 1.45 1.82 0.34
H1 -1.81 1.94 -0.51
H2 -2.11 1.08 -2.16
H3 -3.94 -0.56 0.98
H4 -1.63 -0.47 2.23
H5 -1.36 -1.56 0.72
H6 -0.49 1.38 0.67
H7 -0.20 -1.94 -1.07
H8 0.45 -2.49 0.34
H9 1.65 -2.00 -0.70
H10 3.60 1.23 -0.48
H11 3.22 -0.52 -1.19
H12 3.51 -0.23 0.64
H13 2.07 2.43 0.03

Calculated values
SMILES: C=[N+]=CCN/C(C)=C(/C)O
frontier orbital gap (alpha / beta): 0.2297 / 0.2296 Ha
ΔE to the lowest compared entry with this formula, charge and spin: 4.793 eV
net charge: +1
LUMO level (alpha / beta): -5.19 / -5.19 eV

Atomic partial charges in e from the Löwdin method, atoms 1 to 2: 0.16 0.08

---

No. 2
Below is 2 unconnected molecules or ions with the total composition C2H8N5 at a distorted geometry, with properties calculated with ωB97M-V/def2-TZVPD.

Positions of all 15 atoms, in Å:
C1 1.56 1.25 0.45
C2 0.23 -2.03 0.20
N1 2.38 0.60 -0.42
N2 2.10 -0.51 -0.63
N3 0.44 0.22 0.75
N4 0.88 -0.80 0.21
N5 -1.01 1.01 -0.50
H1 2.25 1.44 1.29
H2 1.32 2.21 0.11
H3 -0.67 -1.94 0.75
H4 0.03 -2.38 -0.80
H5 0.86 -2.76 0.58
H6 -1.09 2.01 -0.15
H7 -1.79 0.59 -0.76
H8 -0.34 1.29 -1.28

Calculated values
multiplicity: 3
frontier orbital gap (alpha / beta): 0.3067 / 0.2632 Ha
<S²>: 2.01
ΔE to the lowest compared entry with this formula, charge and spin: 2.440 eV
net charge: +1
LUMO level (alpha / beta): -3.49 / -8.04 eV

Atomic partial charges in e from the Löwdin method, atoms 1 to 2: -0.15 0.00

---

No. 3
Below is 16 unconnected molecules or ions with the total composition C4H42N2O15 at a distorted geometry, with properties calculated with ωB97M-V/def2-TZVPD.

Positions of all 63 atoms, in Å:
N1 1.59 1.47 -1.48
C1 2.22 0.32 -2.13
C2 1.57 -1.05 -2.02
N2 0.35 -1.15 -2.81
C3 -0.88 -0.75 -2.20
C4 0.23 -2.34 -3.68
H1 0.92 1.99 -2.05
H2 1.03 1.23 -0.70
H3 3.31 0.45 -1.98
H4 2.33 0.52 -3.21
H5 1.30 -1.11 -0.95
H6 2.28 -1.84 -2.25
H7 -1.48 -1.43 -1.57
H8 -0.81 0.25 -1.77
H9 -1.64 -0.62 -3.00
H10 0.49 -1.98 -4.67
H11 -0.78 -2.74 -3.64
H12 0.85 -3.18 -3.33
H13 2.95 -0.79 0.75
H14 4.07 -1.79 0.61
O1 3.19 -1.70 0.99
H15 -1.09 -1.75 1.41
H16 -2.35 -2.22 0.74
O2 -1.99 -1.46 1.22
H17 1.08 -1.51 2.92
H18 0.06 -2.56 2.44
O3 0.44 -2.16 3.23
H19 -0.35 4.20 -1.02
H20 -0.49 3.29 0.16
O4 0.18 3.69 -0.40
H21 2.64 -1.13 3.30
H22 2.50 0.06 2.33
O5 2.69 -0.17 3.24
H23 -2.50 2.45 -1.08
H24 -2.13 2.59 -2.64
O6 -2.13 3.01 -1.79
H25 -1.57 -1.87 4.08
H26 -2.56 -1.76 2.95
O7 -2.48 -2.11 3.86
H27 1.07 -4.10 0.67
H28 1.28 -2.63 0.60
O8 0.56 -3.29 0.58
H29 -3.98 -0.33 1.34
H30 -4.67 -1.57 0.76
O9 -4.82 -0.66 1.02
H31 1.27 0.87 3.70
H32 0.39 2.06 3.53
O10 0.35 1.10 3.47
H33 -4.19 1.01 -0.27
H34 -3.35 1.30 0.88
O11 -3.68 1.77 0.09
H35 3.18 2.93 1.24
H36 2.03 3.48 0.40
O12 2.29 3.27 1.32
H37 0.97 1.74 -3.55
H38 0.14 0.79 -4.58
O13 0.57 1.63 -4.41
H39 -1.68 0.92 2.66
H40 -1.65 0.66 1.14
O14 -1.78 1.36 1.80
H41 1.36 1.76 1.27
H42 0.18 0.75 1.38
O15 1.10 0.82 1.13

Calculated values
frontier orbital gap: 0.3074 Ha
ΔE to the lowest compared entry with this formula, charge and spin: 4.933 eV
LUMO level: -0.25 eV

Atomic partial charges in e from the Löwdin method, atoms 1 to 2: 0.01 -0.26

---

No. 4
Below is 2 unconnected molecules or ions with the total composition C5H12O4 at a distorted geometry, with properties calculated with ωB97M-V/def2-TZVPD.

Positions of all 21 atoms, in Å:
C1 -0.10 1.52 -1.74
C2 -1.01 0.34 -1.56
O1 -2.17 0.37 -1.25
O2 -0.45 -0.81 -2.11
H1 -0.49 2.13 -2.55
H2 0.91 1.20 -1.97
H3 -0.10 2.12 -0.84
H4 -1.11 -1.52 -2.13
C3 -0.73 0.68 1.79
C4 -0.31 -0.66 1.21
C5 1.26 -0.65 0.60
O3 1.43 -1.64 -0.35
O4 2.17 -0.80 1.61
H5 -1.14 1.34 1.03
H6 -1.52 0.54 2.54
H7 0.11 1.17 2.28
H8 -0.19 -1.39 2.01
H9 -1.06 -1.10 0.56
H10 1.41 0.36 0.20
H11 0.85 -1.45 -1.16
H12 2.22 -1.74 1.82

Calculated values
SMILES: CC(=O)O.CCC(O)O
frontier orbital gap: 0.3670 Ha
ΔE to the lowest compared entry with this formula, charge and spin: 0.724 eV
LUMO level: 0.55 eV

Atomic partial charges in e from the Löwdin method, atoms 1 to 2: 0.02 -0.55

---

No. 5
Below is a molecular structure, C22H27BN7O5PRu at a distorted geometry, with properties calculated with ωB97M-V/def2-TZVPD.

Positions of all 64 atoms, in Å:
Ru1 0.28 0.24 0.33
N1 1.11 -1.65 0.20
C1 0.85 -2.19 -1.16
C2 -0.12 -1.31 -1.93
O1 -0.33 -1.41 -3.10
O2 -0.71 -0.33 -1.18
H1 2.10 -1.61 0.40
H2 0.68 -2.24 0.91
H3 0.43 -3.20 -1.10
H4 1.77 -2.24 -1.73
N2 -0.71 2.11 0.05
N3 -2.00 2.06 0.61
C3 -2.40 0.96 1.28
N4 -3.63 0.92 1.75
N5 -1.46 -0.01 1.41
N6 -1.78 -1.19 2.10
O3 -0.93 -2.04 2.07
O4 -2.81 -1.24 2.72
H5 -0.20 2.91 0.42
H6 -0.78 2.21 -0.97
H7 -2.61 2.84 0.47
H8 -4.27 1.68 1.58
H9 -3.92 0.13 2.31
B1 2.41 1.26 4.28
C4 1.71 0.94 2.99
N7 1.16 0.68 1.98
H10 3.60 1.20 4.04
H11 2.01 2.30 4.72
H12 2.19 0.28 4.98
O5 1.86 0.63 -0.78
P1 2.47 1.69 -1.76
C5 3.23 0.78 -3.09
C6 3.80 -0.47 -2.84
C7 4.46 -1.14 -3.86
C8 4.55 -0.56 -5.12
C9 4.00 0.68 -5.37
C10 3.34 1.36 -4.36
C11 1.17 2.73 -2.40
C12 0.24 2.20 -3.30
C13 -0.82 2.97 -3.73
C14 -0.97 4.28 -3.27
C15 -0.04 4.81 -2.38
C16 1.03 4.05 -1.94
C17 3.65 2.68 -0.88
C18 4.30 3.73 -1.53
C19 5.24 4.48 -0.86
C20 5.54 4.19 0.47
C21 4.91 3.14 1.12
C22 3.97 2.38 0.45
H13 3.77 -0.89 -1.85
H14 4.91 -2.10 -3.67
H15 5.06 -1.09 -5.91
H16 4.08 1.13 -6.35
H17 2.90 2.33 -4.56
H18 0.35 1.18 -3.66
H19 -1.54 2.56 -4.42
H20 -1.79 4.88 -3.62
H21 -0.14 5.84 -2.04
H22 1.76 4.48 -1.27
H23 4.08 3.96 -2.57
H24 5.75 5.29 -1.36
H25 6.28 4.78 1.00
H26 5.15 2.90 2.15
H27 3.49 1.54 0.95

Calculated values
frontier orbital gap (alpha / beta): 0.1913 / 0.1866 Ha
ΔE to the lowest compared entry with this formula, charge and spin: 0.000 eV
net charge: +2
LUMO level (alpha / beta): -9.60 / -9.73 eV

Atomic partial charges in e from the Löwdin method, atoms 1 to 2: 1.49 -0.04

---

No. 6
Below is C5H6O2S in the gas phase at a distorted geometry, with properties calculated with ωB97M-V/def2-TZVPD.

Positions of all 14 atoms, in Å:
C1 -0.62 -0.77 1.69
C2 -0.27 -0.45 -0.91
C3 -1.16 -0.30 0.39
C4 1.13 0.10 -0.72
C5 1.29 0.88 0.57
O1 -2.47 -0.85 0.14
O2 -0.81 -0.91 -1.89
S1 0.96 -0.38 1.89
H1 -1.25 0.83 0.66
H2 1.77 -0.81 -0.91
H3 1.33 0.61 -1.60
H4 2.24 1.22 0.76
H5 0.63 1.66 0.69
H6 -2.80 -0.83 -0.75

Calculated values
frontier orbital gap: 0.3198 Ha
ΔE to the lowest compared entry with this formula, charge and spin: 3.222 eV
LUMO level: -0.12 eV

Atomic partial charges in e from the Löwdin method, atoms 1 to 2: -0.33 -0.32

---

No. 7
Below is C4H10N2O2 in the gas phase at a distorted geometry, with properties calculated with ωB97M-V/def2-TZVPD.

Positions of all 18 atoms, in Å:
C1 -1.40 1.60 0.47
C2 -0.83 0.20 0.22
C3 -0.50 -0.50 1.54
O1 -0.87 -1.89 1.49
N1 0.45 0.44 -0.50
C4 1.09 -0.60 -1.10
N2 2.17 -0.14 -1.93
O2 0.83 -1.77 -0.90
H1 -2.32 1.57 1.04
H2 -0.58 2.14 0.95
H3 -1.54 2.10 -0.50
H4 -1.39 -0.45 -0.44
H5 0.54 -0.40 1.83
H6 -1.20 -0.17 2.29
H7 -0.13 -2.40 1.13
H8 0.52 1.26 -1.09
H9 2.09 -0.44 -2.89
H10 3.04 -0.54 -1.60

Calculated values
SMILES: C[C@H](CO)NC(N)=O
frontier orbital gap: 0.3894 Ha
ΔE to the lowest compared entry with this formula, charge and spin: 1.353 eV
LUMO level: 0.81 eV

Atomic partial charges in e from the Löwdin method, atoms 1 to 2: -0.05 -0.33

---

No. 8
Below is a molecular structure, C39H28Cl5N3O2PPt, with properties calculated with ωB97M-V/def2-TZVPD.

Positions of all 79 atoms, in Å:
Pt1 1.04 0.50 -0.57
O1 -0.93 4.13 0.05
C1 -0.32 3.16 -0.33
N1 0.66 2.47 0.29
C2 1.56 2.83 1.23
O2 1.83 3.92 1.68
C3 2.31 1.59 1.75
C4 3.14 1.74 2.84
C5 3.74 0.63 3.42
C6 3.46 -0.62 2.89
C7 2.64 -0.70 1.78
N2 2.09 0.36 1.21
C8 -0.67 2.53 -1.69
C9 -1.48 3.24 -2.55
C10 -1.77 2.73 -3.80
C11 -1.23 1.50 -4.16
C12 -0.43 0.83 -3.25
N3 -0.16 1.32 -2.04
H1 3.29 2.75 3.21
H2 4.40 0.74 4.27
H3 3.88 -1.52 3.31
H4 2.44 -1.66 1.32
H5 -1.86 4.19 -2.20
H6 -2.39 3.28 -4.49
H7 -1.41 1.06 -5.13
H8 0.03 -0.11 -3.50
C13 0.00 -2.36 -2.56
C14 -1.41 -2.40 -2.02
C15 -2.27 -3.28 -2.68
C16 -3.58 -3.48 -2.27
C17 -4.06 -2.79 -1.16
C18 -3.23 -1.92 -0.50
C19 -1.91 -1.69 -0.92
P1 -0.91 -0.58 0.18
C20 -2.08 0.71 0.73
C21 -3.07 1.08 -0.19
C22 -3.92 2.15 0.07
C23 -3.79 2.86 1.25
C24 -2.79 2.52 2.14
C25 -1.90 1.47 1.89
C26 -0.77 1.29 2.87
C27 -0.90 -1.83 1.54
C28 -1.76 -1.71 2.63
C29 -1.92 -2.75 3.53
C30 -1.24 -3.97 3.40
C31 -0.39 -4.13 2.35
C32 -0.17 -3.06 1.41
C33 0.77 -3.25 0.44
H9 -0.03 -2.23 -3.65
H10 0.50 -3.31 -2.38
H11 0.62 -1.57 -2.13
H12 -1.89 -3.83 -3.53
H13 -4.21 -4.17 -2.81
H14 -5.07 -2.94 -0.82
H15 -3.61 -1.39 0.36
H16 -3.19 0.54 -1.11
H17 -4.68 2.42 -0.65
H18 -4.44 3.69 1.47
H19 -2.65 3.11 3.04
H20 -0.20 2.22 2.93
H21 -0.08 0.50 2.61
H22 -1.15 1.09 3.87
H23 -2.35 -0.82 2.75
H24 -2.62 -2.62 4.35
H25 -1.40 -4.77 4.11
H26 0.15 -5.06 2.20
H27 1.09 -2.43 -0.20
H28 1.24 -4.22 0.30
Cl1 2.38 3.34 -2.21
C34 3.47 2.05 -1.83
C35 2.97 0.80 -1.44
C36 3.94 -0.20 -1.33
Cl2 3.42 -1.87 -1.19
C37 5.31 0.02 -1.41
Cl3 6.44 -1.25 -1.17
C38 5.76 1.31 -1.70
Cl4 7.45 1.63 -1.79
C39 4.84 2.32 -1.95
Cl5 5.39 3.88 -2.39

Calculated values
frontier orbital gap: 0.1389 Ha
ΔE to the lowest compared entry with this formula, charge and spin: 2.031 eV
net charge: +1
LUMO level: -5.90 eV

Atomic partial charges in e from the Löwdin method, atoms 1 to 2: 1.07 0.12